A structure of composition C29H81MgN8O11 in a non-equilibrium geometry, computed with ωB97M-V/def2-TZVPD.

Values from the calculation:
Energy above the lowest of the compared OMol25 structures with the same formula, charge and spin in kcal per mole: 317.0
Total charge: +1
E_LUMO in eV: -7.6
2S+1: 1
HOMO level in eV: -10.1974
Calculated total energy in hartree: -2618.4583

Positions of all 130 atoms, in Å:
Mg  1.9113  2.8281  -3.6877
N  0.0748  0.1017  0.3102
O  -0.1839  0.5267  1.4413
O  0.6822  0.8355  -0.4898
O  -0.3477  -0.9684  -0.0250
C  -3.7886  -6.9337  -1.8450
C  -4.1976  -6.4362  -3.2405
C  -5.5582  -7.0510  -3.6626
O  -5.5136  -8.4700  -3.4755
C  -6.8122  -9.1256  -3.6309
N  -4.1646  -5.0028  -3.2040
H  -3.9683  -8.0005  -1.7116
H  -4.5083  -6.6171  -1.0901
H  -2.7908  -6.6996  -1.4739
H  -3.4547  -6.7905  -3.9551
H  -5.7949  -6.6929  -4.6645
H  -6.4030  -6.6793  -3.0827
H  -7.5637  -8.7146  -2.9567
H  -6.7278  -10.1762  -3.3532
H  -7.1550  -9.1459  -4.6654
H  -4.2588  -4.5568  -4.1053
H  -3.4209  -4.5567  -2.6864
C  4.7107  -5.5328  -3.4031
C  3.6750  -5.2609  -2.2502
C  4.2883  -4.6207  -0.9866
O  5.4671  -5.3380  -0.5808
C  6.0808  -4.8049  0.5169
N  2.6186  -4.4012  -2.8684
H  5.4543  -6.2811  -3.1289
H  5.1567  -4.6191  -3.7958
H  4.1435  -5.8895  -4.2629
H  3.2681  -6.1932  -1.8586
H  3.5508  -4.6865  -0.1867
H  4.6429  -3.6026  -1.1471
H  5.6181  -4.2004  1.2970
H  7.0177  -4.3048  0.2715
H  6.3813  -5.7006  1.0606
H  2.0795  -5.1074  -3.3487
H  2.0445  -4.0509  -2.1149
C  -1.7115  7.8043  3.1411
C  -1.5758  6.3748  3.3325
C  -2.0366  5.7250  4.6871
O  -3.4360  5.7053  5.0037
C  -3.7067  5.7895  6.3992
N  -2.4384  5.6342  2.3770
H  -2.5122  8.1837  3.7760
H  -1.8575  8.1112  2.1055
H  -0.7885  8.3466  3.3461
H  -0.4918  6.2738  3.2810
H  -1.5299  6.2207  5.5151
H  -1.5583  4.7551  4.8239
H  -3.1362  5.0923  7.0127
H  -4.7682  5.6160  6.5763
H  -3.5497  6.7822  6.8212
H  -3.4348  5.7645  2.4783
H  -2.2805  4.6662  2.6182
C  -7.5061  0.8964  1.6171
C  -8.0624  -0.0575  0.6061
C  -9.3919  0.3566  -0.0212
O  -10.1467  -0.8430  -0.2570
C  -9.6929  -1.7105  -1.2987
N  -7.0920  -0.1038  -0.4483
H  -8.2658  0.8459  2.3971
H  -7.4663  1.9412  1.3090
H  -6.4752  0.7438  1.9367
H  -8.1807  -1.0285  1.0869
H  -9.4280  1.0039  -0.8975
H  -9.9917  0.9999  0.6226
H  -9.8837  -1.2663  -2.2756
H  -10.0846  -2.7267  -1.3454
H  -8.6464  -1.9862  -1.1689
H  -7.4429  -0.7771  -1.1143
H  -6.2160  -0.4266  -0.0629
C  -3.7874  3.6048  -4.1388
C  -2.4697  2.8794  -4.2629
C  -2.1398  2.1707  -5.6087
O  -0.8662  1.5802  -5.4144
C  -0.6540  0.5734  -6.3938
N  -1.3775  3.7522  -3.9472
H  -4.5406  2.8626  -4.4033
H  -3.9012  4.3798  -4.8967
H  -3.9894  3.9563  -3.1269
H  -2.4531  2.0757  -3.5268
H  -1.8525  2.8408  -6.4190
H  -2.8670  1.4543  -5.9909
H  0.3999  0.3578  -6.2180
H  -0.6317  1.0339  -7.3815
H  -1.2787  -0.3146  -6.2979
H  -1.6537  4.0291  -3.0160
H  -1.5721  4.6010  -4.4588
C  9.4760  1.6182  4.7711
C  8.5633  1.8691  5.8878
C  7.9352  0.5332  6.4299
O  7.1077  -0.1464  5.4538
C  5.9547  0.5782  5.0851
N  9.2462  2.6161  6.9131
H  9.8687  2.5309  4.3229
H  9.0318  0.9981  3.9924
H  10.2587  1.0059  5.2188
H  7.7721  2.5614  5.5999
H  7.3983  0.6867  7.3660
H  8.7719  -0.1181  6.6823
H  5.2827  0.7520  5.9256
H  5.3384  -0.0753  4.4677
H  6.0365  1.4584  4.4475
H  10.2376  2.5198  7.0805
H  9.2326  3.5669  6.5727
C  7.2909  1.5637  -2.8937
C  5.8475  2.0786  -2.5735
C  5.9229  3.5755  -2.3364
O  4.4886  3.8879  -2.0869
C  4.2465  5.1828  -1.5696
N  4.8084  1.6077  -3.5007
H  8.0736  1.7404  -2.1559
H  7.6162  2.1767  -3.7343
H  7.2526  0.5044  -3.1476
H  5.5589  1.6764  -1.6024
H  6.2940  4.0554  -3.2419
H  6.6500  3.7947  -1.5546
H  4.6234  5.9535  -2.2419
H  4.6815  5.3937  -0.5927
H  3.1756  5.2188  -1.3694
H  4.6214  0.6436  -3.2646
H  5.3287  1.3984  -4.3406
C  -0.9456  -2.4312  6.9934
O  -0.9579  -3.1700  5.7639
H  -1.7445  -1.7159  6.7982
H  -1.2191  -3.1263  7.7872
H  0.0241  -1.9871  7.2181
H  -0.9828  -2.6009  4.9912